Entry 1:
Entry from OMol25: a molecular structure, C37H33F3N4OPbSbSe (ωB97M-V with the def2-TZVPD basis set).

Geometry (Å):
Pb  0.579  0.934  0.148
Sb  -1.198  0.125  -3.541
Se  0.055  5.172  3.476
F  -5.083  4.326  -6.151
F  3.653  3.912  -2.410
F  0.482  -2.267  -9.104
O  0.714  -1.045  -1.504
N  0.352  3.370  1.140
N  1.235  -1.496  0.998
N  1.720  -2.402  0.101
N  0.276  0.386  2.655
C  1.612  -1.583  2.219
C  1.189  -3.100  -3.395
C  1.048  -0.592  3.156
C  -2.021  2.589  -5.344
C  -2.608  1.704  0.773
C  0.142  -1.730  -7.906
C  0.452  1.467  -3.279
C  1.899  -2.966  -2.208
C  0.850  -0.641  -7.440
C  2.843  1.810  -3.088
C  -0.120  1.204  4.866
C  2.883  -4.552  -4.279
C  2.574  -2.612  2.733
C  -4.724  2.498  -4.711
C  3.105  -3.643  -2.061
C  0.255  2.789  -2.887
C  -0.300  1.243  3.493
C  -3.287  0.751  1.753
C  1.672  -3.890  -4.426
C  -2.888  3.502  -5.923
C  0.259  4.103  2.037
C  -3.647  2.523  0.010
C  -4.228  3.434  -5.591
C  0.704  0.224  5.385
C  -0.544  -0.635  -5.456
C  2.600  3.111  -2.693
C  -1.702  0.923  -0.184
C  1.324  3.621  -2.579
C  3.596  -4.427  -3.093
C  1.291  -0.686  4.525
C  -1.224  -1.739  -5.965
C  -3.831  1.595  -4.146
C  -0.895  -2.295  -7.194
C  -2.474  1.621  -4.450
C  0.496  -0.101  -6.211
C  1.761  0.992  -3.365
C  1.370  -2.053  -1.137
H  -2.545  4.257  -6.616
H  0.250  -2.577  -3.504
H  -2.049  -0.107  -0.285
H  -0.913  2.009  3.048
H  1.177  4.639  -2.249
H  1.106  -3.976  -5.345
H  -2.554  0.125  2.263
H  3.860  1.448  -3.149
H  -4.333  3.034  0.689
H  3.444  -2.132  3.188
H  -0.748  3.190  -2.809
H  -4.234  1.878  -0.650
H  2.112  -3.245  3.494
H  -3.162  3.281  -0.607
H  -3.859  1.292  2.509
H  -1.421  -3.150  -7.595
H  1.659  -0.234  -8.030
H  -5.778  2.487  -4.473
H  3.649  -3.538  -1.133
H  -3.972  0.085  1.221
H  2.898  -3.239  1.907
H  1.930  -1.467  4.906
H  -0.593  1.952  5.486
H  3.270  -5.163  -5.084
H  -0.969  2.638  -5.601
H  1.051  0.753  -5.840
H  4.542  -4.939  -2.976
H  -4.211  0.865  -3.440
H  0.892  0.167  6.450
H  -1.752  1.375  -1.183
H  -2.018  2.418  1.349
H  1.946  -0.040  -3.634
H  -2.028  -2.190  -5.395

Atomic forces in eV per Å
0.340 -0.167 0.054
-0.037 0.033 -0.313
0.013 -0.035 -0.030
0.048 -0.055 0.028
-0.100 -0.080 -0.028
-0.023 0.035 0.074
-0.235 -0.131 -0.066
-0.077 -0.044 -0.290
-0.026 0.080 -0.064
-0.139 0.269 -0.126
-0.010 0.013 0.088
0.058 -0.120 0.063
-0.022 0.049 -0.057
-0.057 -0.070 0.068
0.087 -0.051 -0.048
-0.049 -0.054 0.024
0.026 -0.020 -0.050
0.019 -0.043 0.069
-0.079 0.010 0.052
-0.017 -0.050 -0.036
-0.010 0.057 0.024
-0.015 0.024 -0.024
0.001 -0.011 0.002
0.017 -0.075 -0.068
0.011 0.059 -0.047
-0.006 -0.021 0.015
-0.060 0.021 0.020
0.114 0.043 0.048
0.010 0.000 -0.002
0.010 -0.012 -0.007
-0.071 0.031 -0.006
-0.095 0.204 0.348
-0.027 -0.039 -0.019
-0.036 0.036 -0.020
-0.003 0.027 0.024
0.044 -0.019 0.030
0.068 0.079 0.012
0.024 0.065 0.004
0.064 -0.018 -0.037
0.001 -0.005 -0.014
-0.016 -0.004 -0.045
0.010 -0.012 0.020
-0.012 -0.001 0.067
0.045 0.005 -0.054
0.004 -0.036 0.080
0.002 0.059 -0.012
-0.001 -0.021 0.006
0.318 -0.151 0.084
0.007 0.016 -0.015
-0.025 0.034 0.008
0.047 -0.059 -0.089
-0.033 0.125 -0.038
-0.016 0.033 0.041
-0.004 -0.003 -0.018
0.030 -0.028 0.011
0.038 -0.017 -0.001
-0.032 0.034 0.043
0.020 0.004 0.004
-0.036 -0.003 0.041
-0.021 -0.024 0.002
-0.026 -0.007 0.007
0.022 0.010 -0.033
-0.031 0.036 0.034
-0.016 -0.027 -0.010
0.017 0.010 -0.014
-0.034 -0.002 0.013
0.016 0.006 0.032
-0.021 -0.012 -0.029
-0.002 0.030 0.025
0.022 -0.023 0.019
-0.012 0.006 0.004
0.011 -0.008 -0.020
0.019 -0.003 0.007
-0.007 -0.002 -0.022
0.020 -0.016 0.000
-0.008 -0.031 0.021
0.000 -0.005 0.016
-0.076 0.052 0.051
0.050 0.089 0.030
0.005 -0.058 0.008
-0.033 -0.009 0.029

Output
orbital gap: 7.02 eV
energy above the lowest of the compared OMol25 structures with the same formula, charge and spin: 2.9 kcal per mole
net charge: -1

***

Entry 2:
Entry from OMol25: C24H29N3O4 in the gas phase (ωB97M-V with the def2-TZVPD basis set).

Geometry (Å):
O  0.010  -6.898  3.251
O  -1.554  1.482  -1.754
O  0.710  1.817  1.250
O  3.070  2.677  -1.933
N  -0.573  0.021  0.881
N  0.243  2.799  -2.003
N  -0.844  -2.840  0.983
C  0.562  -0.857  1.090
C  1.180  6.368  -1.582
C  -1.016  -7.024  1.037
C  -0.399  1.349  1.042
C  -0.435  -4.935  2.085
C  0.106  -2.123  1.806
C  -0.017  -8.299  3.358
C  -1.431  -4.932  -0.095
C  0.972  1.769  -2.718
C  1.009  3.961  -1.797
C  2.258  1.522  -1.928
C  0.420  5.220  -1.726
C  -1.348  3.272  -0.180
C  -1.526  -2.049  -0.013
C  -0.926  2.464  -1.393
C  0.529  7.713  -1.472
C  2.405  3.857  -1.785
C  -1.616  2.258  0.944
C  -0.484  -6.324  2.113
C  -1.486  -6.308  -0.052
C  3.169  5.011  -1.649
C  -1.808  -0.643  0.512
C  -0.898  -4.213  0.984
C  2.566  6.245  -1.537
H  1.030  -1.117  0.133
H  0.977  -2.756  1.995
H  -0.502  7.676  -1.815
H  -2.296  -0.082  -0.290
H  0.415  -8.529  4.331
H  -1.041  -8.686  3.317
H  3.176  7.129  -1.426
H  -0.550  3.944  0.129
H  -0.655  5.295  -1.805
H  1.069  8.451  -2.062
H  1.294  -0.314  1.692
H  -1.712  2.790  1.892
H  4.243  4.909  -1.634
H  0.350  0.874  -2.765
H  -1.897  -6.846  -0.895
H  -0.340  -1.850  2.774
H  -1.784  -4.421  -0.976
H  -1.071  -8.100  1.031
H  0.532  8.047  -0.435
H  2.002  1.260  -0.892
H  0.582  -8.775  2.575
H  -0.950  -1.976  -0.948
H  -2.478  -0.709  1.379
H  -2.531  1.708  0.751
H  2.861  0.727  -2.371
H  1.210  2.111  -3.730
H  -0.041  -4.441  2.957
H  -2.253  3.843  -0.392
H  -2.486  -2.518  -0.242

Atomic forces in eV per Å
-0.085 0.402 -0.217
-0.217 -0.154 0.095
0.237 0.388 0.036
0.176 0.371 0.013
0.143 -0.267 0.024
0.185 -0.147 -0.270
-0.012 0.148 -0.056
0.287 -0.067 0.269
-0.091 -0.059 -0.004
0.061 -0.329 0.200
-0.303 -0.056 0.160
0.121 -0.079 0.095
0.116 0.130 0.115
-0.014 -0.265 0.006
-0.116 0.082 -0.189
0.272 -0.308 -0.026
0.249 0.226 0.092
-0.370 -0.428 -0.104
0.279 0.074 -0.042
-0.007 -0.197 0.166
-0.085 0.118 -0.084
-0.109 0.416 -0.041
0.043 -0.017 0.081
-0.143 0.166 0.077
0.140 0.033 -0.147
0.041 0.102 0.002
0.017 0.082 0.044
-0.076 -0.163 -0.027
-0.524 -0.094 -0.166
-0.030 -0.255 0.132
-0.051 -0.132 -0.020
0.045 0.005 0.086
-0.054 0.055 0.012
-0.080 0.064 -0.023
0.013 -0.087 0.150
-0.038 -0.034 -0.079
0.050 0.014 -0.011
0.084 0.106 -0.001
-0.146 -0.023 0.006
-0.120 0.014 -0.031
-0.024 0.098 -0.038
-0.077 -0.151 -0.115
0.003 -0.071 -0.009
0.141 -0.023 0.007
0.121 0.110 -0.021
-0.024 -0.031 -0.066
0.164 -0.016 0.002
-0.024 0.077 -0.085
0.014 -0.100 0.038
-0.054 0.098 0.041
0.025 0.003 -0.126
-0.041 0.021 0.030
-0.113 -0.020 -0.014
-0.009 -0.043 -0.110
-0.013 0.019 0.036
-0.086 0.062 0.024
-0.042 -0.077 0.050
0.035 0.096 0.116
0.045 0.027 -0.045
0.073 0.085 -0.040

Output
SMILES: COc1cccc(N2CCN(C(=O)CCC(=O)N3CCOc4ccc(C)cc43)CC2)c1
orbital gap: 8.36 eV
energy above the lowest of the compared OMol25 structures with the same formula, charge and spin: 43.0 kcal per mole

***

Entry 3:
Entry from OMol25: a molecular structure, CH6N2OP at a distorted geometry (ωB97M-V with the def2-TZVPD basis set).

Geometry (Å):
P  1.410  0.893  -0.134
O  2.417  -0.434  -0.152
N  -1.713  1.037  -0.516
N  -0.318  -1.279  -0.372
C  -0.149  0.010  -0.068
H  0.433  -1.869  -0.110
H  3.011  -0.752  -0.804
H  -1.815  1.882  0.016
H  -2.408  0.378  -0.401
H  -1.211  -1.808  -0.636
H  1.734  1.022  1.269

Atomic forces in eV per Å
2.497 -0.906 0.500
-1.593 0.513 1.442
6.246 -1.720 -0.407
-1.629 2.112 0.578
-6.006 -0.029 -2.113
1.203 -0.748 -0.088
0.659 0.170 -1.524
0.188 0.117 0.786
-1.964 -1.493 0.766
1.439 1.571 0.552
-1.039 0.413 -0.493

Output
orbital gap: 9.15 eV
energy above the lowest of the compared OMol25 structures with the same formula, charge and spin: 71.2 kcal per mole
net charge: +1

***

Entry 4:
Entry from OMol25: 2 unconnected molecules or ions with the total composition C6H16 at a distorted geometry (ωB97M-V with the def2-TZVPD basis set).

Geometry (Å):
C  -0.968  -1.230  -2.236
C  -0.341  -2.115  -1.029
C  0.194  1.707  0.667
C  0.639  0.153  2.838
C  1.111  1.249  1.837
C  -0.702  0.223  -2.214
H  -0.615  0.676  -1.242
H  -0.485  0.137  2.753
H  -1.455  0.775  -2.812
H  2.068  0.959  1.446
H  0.969  0.232  3.858
H  -1.181  -2.191  -0.335
H  -0.024  -3.100  -1.312
H  1.070  -0.828  2.607
H  0.890  2.417  0.242
H  1.274  2.171  2.421
H  0.651  -1.625  -0.640
H  0.076  0.902  -0.081
H  0.310  0.508  -2.504
H  -2.081  -1.330  -2.186
H  -0.647  -1.845  -3.061
H  -0.753  2.155  0.984

Atomic forces in eV per Å
-0.546 -2.631 1.696
0.594 2.525 -0.373
1.348 -1.365 0.614
-1.121 -0.154 -1.525
-0.771 0.345 1.478
0.741 1.304 -0.678
-1.360 -0.397 -0.074
1.075 -0.420 0.521
0.510 -0.086 0.216
0.506 -0.020 -0.380
-0.027 0.868 0.641
0.749 0.090 0.794
-0.086 -0.604 -0.494
-0.497 -0.037 -0.585
-0.434 0.753 -0.749
0.186 -0.218 -0.071
-2.167 -0.668 -0.196
0.087 0.693 1.335
0.172 -0.253 -0.920
0.760 -0.278 0.003
0.080 0.697 -1.097
0.199 -0.145 -0.156

Output
spin multiplicity: 2
orbital gap (alpha / beta): 2.62 / 11.20 eV
energy above the lowest of the compared OMol25 structures with the same formula, charge and spin: 33.8 kcal per mole
net charge: -1

***

Entry 5:
Entry from OMol25: a molecular structure, C23H43AsBiClNO4Si4 (ωB97M-V with the def2-TZVPD basis set).

Geometry (Å):
Bi  1.212  0.316  -0.595
As  -0.516  -1.744  -0.880
Cl  4.412  -0.741  -0.099
Si  0.964  0.827  2.019
Si  0.751  -2.961  -2.449
Si  -0.370  -3.301  0.864
Si  -1.788  1.583  -1.960
O  5.562  -1.404  0.450
O  4.536  -0.593  -1.530
O  4.230  0.562  0.523
O  3.202  -1.539  0.190
N  -0.311  1.969  -1.130
C  -1.624  2.068  2.131
C  -2.559  3.058  -2.839
C  0.177  3.259  -0.938
C  -0.501  -3.895  -3.487
C  -1.394  0.375  -3.354
C  -1.167  0.537  3.915
C  1.956  -4.175  -1.695
C  2.035  4.841  -0.830
C  1.274  -3.834  1.597
C  1.547  3.564  -1.056
C  -1.493  -2.635  2.210
C  1.186  5.884  -0.482
C  -1.210  -4.851  0.215
C  -0.169  5.610  -0.354
C  -3.114  0.882  -0.832
C  -0.662  4.331  -0.568
C  1.741  -1.884  -3.610
C  -2.396  0.836  4.490
C  1.927  2.395  2.364
C  -0.756  1.143  2.724
C  -3.245  1.750  3.881
C  -2.854  2.368  2.700
C  1.752  -0.533  3.032
H  1.456  -4.996  -1.173
H  1.457  3.273  1.913
H  2.364  -2.547  -4.219
H  -0.354  0.045  -3.305
H  1.524  -4.837  1.242
H  -2.709  0.613  0.144
H  0.003  -4.541  -4.214
H  1.968  -0.151  4.035
H  -3.235  2.665  -3.605
H  1.199  -3.859  2.687
H  -3.143  3.703  -2.178
H  -0.857  6.397  -0.069
H  -1.129  -3.184  -4.033
H  -1.805  3.676  -3.335
H  -0.606  -5.372  -0.531
H  2.411  -1.202  -3.076
H  -2.024  -0.518  -3.328
H  -2.537  -2.780  1.919
H  1.122  -1.422  3.125
H  -3.913  1.615  -0.675
H  -0.519  -0.186  4.400
H  2.946  2.314  1.979
H  -1.351  -1.566  2.383
H  -2.693  0.354  5.414
H  2.100  -3.169  1.327
H  2.254  2.793  -1.349
H  -1.319  -3.160  3.155
H  1.572  6.879  -0.303
H  -3.512  3.080  2.216
H  -1.532  0.864  -4.323
H  -1.716  4.142  -0.413
H  2.601  -3.662  -0.977
H  -1.376  -5.534  1.055
H  1.104  -1.298  -4.275
H  -3.556  -0.022  -1.261
H  -1.160  -4.514  -2.874
H  2.585  -4.601  -2.482
H  2.693  -0.837  2.567
H  1.966  2.541  3.448
H  -4.206  1.980  4.325
H  3.100  5.017  -0.931
H  -1.331  2.559  1.212
H  -2.179  -4.617  -0.235

Atomic forces in eV per Å
-0.213 0.212 0.022
-0.083 -0.080 -0.021
-0.004 0.042 0.116
0.081 0.033 0.271
0.041 -0.017 -0.050
-0.088 0.075 0.138
0.180 -0.009 -0.042
-0.282 0.107 -0.115
-0.029 -0.041 0.325
0.043 -0.346 -0.202
0.344 0.227 -0.150
-0.017 0.011 -0.074
0.014 -0.014 0.127
0.053 0.185 0.026
-0.019 -0.033 0.103
-0.109 -0.059 -0.092
0.038 -0.077 -0.091
-0.013 0.026 -0.018
0.043 -0.079 0.210
-0.008 -0.034 0.020
0.222 0.168 -0.084
0.054 0.007 -0.065
-0.055 0.059 0.115
-0.015 -0.055 0.009
-0.090 -0.065 -0.111
-0.023 -0.038 -0.029
-0.095 -0.095 0.076
0.071 -0.056 0.058
0.082 0.207 0.039
-0.003 0.021 -0.025
0.104 0.116 -0.148
-0.140 0.020 -0.117
0.033 -0.025 0.010
0.041 -0.032 -0.004
0.096 -0.165 -0.042
0.063 0.038 -0.071
0.001 -0.007 0.000
-0.012 0.054 -0.038
-0.054 -0.002 -0.036
0.012 0.030 0.048
-0.011 -0.031 -0.024
-0.037 0.019 0.014
-0.018 -0.031 -0.008
0.013 0.025 0.030
0.005 -0.039 -0.023
0.033 -0.006 -0.036
0.008 -0.010 0.002
0.020 -0.047 0.003
-0.055 -0.041 0.004
-0.040 -0.006 0.034
-0.005 -0.105 -0.069
0.026 0.046 -0.008
0.034 0.026 0.026
0.026 0.049 -0.017
0.040 -0.043 0.031
-0.044 0.034 -0.009
-0.036 0.009 0.032
0.011 -0.066 -0.002
0.004 -0.007 -0.008
-0.114 -0.086 0.084
-0.076 0.030 -0.004
-0.057 0.018 -0.027
-0.001 -0.004 -0.008
0.003 0.001 0.003
0.014 0.016 0.012
-0.054 -0.021 -0.048
0.030 -0.032 -0.092
-0.006 -0.012 -0.038
0.033 -0.018 -0.009
-0.017 0.044 0.009
0.025 -0.009 -0.006
-0.024 -0.001 0.013
-0.042 0.013 0.059
0.003 0.014 -0.024
0.006 0.002 -0.003
-0.012 0.005 0.001
0.017 -0.023 -0.026
0.033 -0.024 0.040

Output
orbital gap: 7.56 eV
net charge: -1

***

Number 1: total energy -4858.19738 hartree. Number 2: total energy -1397.19083 hartree. Number 3: total energy -567.44449 hartree. Number 4: total energy -238.07977 hartree. Number 5: total energy -5326.47515 hartree.